[1]
C25H18CrN3O5S | ωB97M-V/def2-TZVPD

```
53
Properties=species:S:1:pos:R:3:forces:R:3
Cr -0.8493 -0.5762 0.2596 0.148 0.273 -0.661
O -1.2749 -3.9437 2.5517 0.064 -0.070 0.093
C -1.2633 -3.0687 1.7220 0.042 0.217 -0.055
N -0.8271 -1.7666 1.8340 -0.116 0.001 0.017
C -0.5466 -1.1994 3.0644 -0.127 -0.051 -0.211
O -0.1584 -1.7244 4.0745 0.044 -0.095 0.116
C -0.8564 0.2747 3.0102 0.054 -0.093 -0.195
C -0.7350 1.0675 4.1283 0.038 0.049 0.133
C -1.0563 2.4106 4.0233 -0.005 0.012 0.042
C -1.4942 2.8958 2.8033 -0.007 0.042 0.023
C -1.5953 2.0306 1.7291 -0.122 -0.158 0.067
N -1.2800 0.7353 1.8230 0.042 0.251 0.171
C -1.8546 -3.2924 0.3518 0.065 0.189 0.081
C -2.2160 -4.5550 -0.0647 -0.035 -0.119 0.036
C -2.7496 -4.7039 -1.3329 -0.012 -0.053 -0.002
C -2.9013 -3.5797 -2.1273 -0.047 -0.036 -0.048
C -2.5193 -2.3475 -1.6325 -0.063 0.056 0.106
N -2.0060 -2.1979 -0.4065 -0.048 -0.164 -0.215
H -0.3917 0.6090 5.0456 0.000 0.022 -0.017
H -0.9742 3.0661 4.8811 0.013 -0.011 -0.023
H -1.7576 3.9351 2.6672 -0.013 -0.006 0.012
H -1.9530 2.3736 0.7754 -0.005 0.021 -0.112
H -2.0645 -5.3805 0.6177 -0.012 0.016 -0.032
H -3.0419 -5.6806 -1.6977 0.018 0.024 0.008
H -3.3087 -3.6448 -3.1266 0.000 -0.005 0.019
H -2.6269 -1.4516 -2.2261 0.024 0.021 -0.014
S -1.8034 0.6990 -1.4235 0.213 -0.226 0.321
C -1.3234 2.4037 -1.4610 0.087 0.046 0.075
C -0.0035 2.7981 -1.2302 -0.060 0.019 0.001
C 0.3469 4.1409 -1.2803 -0.035 -0.073 -0.004
C -0.6094 5.1060 -1.5668 -0.048 -0.004 -0.002
C -1.9212 4.7185 -1.8081 -0.001 -0.042 0.001
C -2.2774 3.3764 -1.7574 -0.005 0.051 0.001
H 0.7383 2.0458 -0.9990 0.019 0.030 0.007
H 1.3736 4.4336 -1.0984 -0.001 -0.019 0.004
H -0.3357 6.1532 -1.6074 0.000 -0.035 0.002
H -2.6713 5.4654 -2.0373 -0.003 -0.023 -0.001
H -3.2998 3.0688 -1.9441 0.029 0.040 0.004
O 2.5149 -2.2334 -2.6214 -0.042 0.032 0.015
C 3.3506 -1.5739 -1.8012 -0.033 -0.073 0.033
C 4.7077 -1.5911 -2.1169 0.111 0.001 0.011
C 5.6160 -0.9591 -1.2925 -0.024 0.010 0.014
C 5.2027 -0.2918 -0.1368 0.025 -0.018 -0.037
C 3.8591 -0.2422 0.1607 0.068 0.078 0.022
C 2.9227 -0.8706 -0.6638 -0.097 0.054 -0.103
C 1.4983 -0.7450 -0.3542 -0.058 0.052 0.027
O 0.6248 -1.4944 -0.9155 -0.059 -0.030 0.236
O 1.0609 0.1198 0.4691 0.016 -0.210 0.049
H 1.6131 -2.1760 -2.2515 0.010 0.013 0.003
H 5.0214 -2.1146 -3.0113 -0.013 0.014 0.046
H 6.6677 -0.9849 -1.5495 -0.005 -0.013 0.012
H 5.9275 0.1835 0.5104 -0.020 -0.004 -0.020
H 3.5010 0.2791 1.0399 -0.011 -0.003 -0.053
```
Positions in Å, forces in eV/Å.

**HOMO-LUMO gap (spin up / spin down)**: 7.260 / 7.480 eV
**Multiplicity**: 2
**E_LUMO (spin up / spin down)**: -0.89 / -0.66 eV
**Net charge**: 0
**Max |F|**: 0.7 eV Å⁻¹

[2]
C22H15N5O3S | ωB97M-V/def2-TZVPD

```
46
Properties=species:S:1:pos:R:3:forces:R:3
C 4.4290 3.0664 1.2104 0.375 -0.545 0.525
O 4.9072 1.8161 0.6458 -0.217 0.257 0.776
C 5.6401 1.0262 1.5206 0.545 0.564 0.301
C 6.7774 1.5429 2.1616 -0.358 0.220 -0.382
C 7.5515 0.7531 3.0029 -0.342 1.453 -0.605
O 8.6215 1.2827 3.6748 -0.240 -0.039 -0.174
C 7.2278 -0.5696 3.1575 0.703 -0.365 0.457
C 6.1213 -1.1083 2.5455 -0.250 -0.492 0.248
C 5.2892 -0.3054 1.7481 -0.845 0.390 -0.427
C 4.0237 -0.8716 1.2345 1.661 -0.932 0.716
N 3.8397 -2.1678 1.2475 0.136 1.393 0.129
N 2.5613 -2.3456 0.8603 -1.543 0.365 -1.080
C 2.0623 -1.1722 0.5686 -0.047 -0.728 0.668
C 0.7089 -0.8751 0.1145 -0.678 -0.317 -0.417
C -0.1074 -1.9724 -0.2756 -0.615 0.875 -0.197
C -1.4223 -1.6957 -0.6986 0.847 0.251 0.110
C -1.9460 -0.3757 -0.8154 0.765 -1.270 0.190
C -3.3180 -0.1327 -1.3023 -0.259 1.155 0.280
N -3.8426 1.0790 -1.2720 -1.412 -1.338 -0.694
N -5.1796 1.0483 -1.7057 0.948 0.255 0.113
C -5.5968 -0.1300 -2.0650 1.485 0.280 1.011
C -6.9538 -0.4714 -2.4270 -2.311 0.055 -0.638
C -7.8910 0.5249 -2.7491 1.319 1.434 0.075
C -9.1904 0.2341 -3.0886 0.840 -0.439 0.041
C -9.4879 -1.0926 -3.1604 -1.149 -2.161 0.255
C -8.5588 -2.0878 -2.7839 0.547 0.994 -0.140
N -7.3184 -1.7648 -2.4209 0.525 0.225 0.001
S -4.3950 -1.3498 -1.8619 0.184 -0.396 -0.055
C -1.1062 0.6677 -0.4363 1.037 -0.282 0.461
C 0.1940 0.4373 0.0388 0.390 -0.352 0.021
O 2.9451 -0.1693 0.8327 0.331 -0.606 -0.099
H 3.8897 3.6409 0.4736 -0.100 -0.271 -0.487
H 3.7814 2.9071 2.0819 -0.001 -0.293 -0.233
H 5.2512 3.6798 1.5602 0.296 0.103 -0.049
H 7.0621 2.5744 1.9721 -0.020 -0.082 0.033
H 8.6258 2.2455 3.5511 0.035 -0.430 0.017
H 7.9204 -1.0935 3.7960 -0.247 -0.643 0.094
H 5.8712 -2.1645 2.7521 -0.008 0.809 -0.368
H 0.2607 -3.0215 -0.2872 -0.205 1.075 0.209
H -1.9955 -2.5727 -0.9535 -0.428 0.078 -0.180
H -7.5620 1.5689 -2.7839 0.032 -0.421 0.254
H -9.9241 0.9800 -3.3253 -0.054 0.293 -0.073
H -10.4973 -1.3814 -3.4496 0.221 -0.163 0.032
H -8.7118 -3.1675 -2.7703 -0.588 0.387 -0.174
H -1.4005 1.6897 -0.4615 -0.593 0.503 -0.224
H 0.8432 1.2941 0.3426 -0.715 -0.849 -0.320
```
Positions in Å, forces in eV/Å.

**HOMO-LUMO gap**: 7.627 eV
**Multiplicity**: 1
**E_LUMO**: -0.55 eV
**Net charge**: 0
**Max |F|**: 2.5 eV Å⁻¹

[3]
C39H91N13O13 | ωB97M-V/def2-TZVPD

```
156
Properties=species:S:1:pos:R:3:forces:R:3
C -1.1900 -5.0748 1.4591 -0.900 0.038 0.540
C -0.6658 -4.0711 2.4658 0.232 0.428 -0.791
O -0.1185 -3.0341 2.0979 -0.080 -0.029 0.239
N -0.7616 -4.3604 3.7704 -0.373 -0.385 1.273
C -0.1816 -3.5385 4.8246 -0.146 0.596 -0.009
H -1.8011 -5.8358 1.9480 0.316 -0.244 0.040
H -0.3767 -5.5261 0.8955 0.063 0.034 0.102
H -1.8833 -4.5977 0.7674 0.324 0.290 -0.130
H -1.4724 -4.9901 4.1033 0.154 -0.351 -0.458
H -0.6282 -3.7549 5.7935 -0.128 -0.327 -0.149
H -0.3858 -2.4814 4.6555 0.218 0.028 -0.149
H 0.8915 -3.6919 4.9284 0.029 0.050 -0.211
C 2.6440 -0.8933 -4.1068 0.315 0.650 0.318
C 3.4839 -0.8491 -5.3652 -0.860 -0.494 -0.263
O 3.0565 -1.3008 -6.4223 0.187 0.082 -0.258
N 4.6963 -0.3089 -5.2025 0.772 0.949 0.478
C 5.7249 -0.1625 -6.2082 0.478 -1.790 -0.566
H 1.5785 -0.9702 -4.3029 0.094 -0.264 -0.225
H 2.7819 0.0560 -3.5777 0.057 -0.050 0.231
H 2.9652 -1.7035 -3.4491 -0.117 -0.032 -0.065
H 4.8435 0.2351 -4.3581 0.051 -0.016 -0.234
H 6.1591 -1.1514 -6.4011 -0.218 -0.194 -0.111
H 6.6173 0.3590 -5.8699 -0.573 0.721 0.280
H 5.3837 0.1462 -7.1955 -0.230 0.513 0.237
C -3.8213 -1.1363 -5.1459 1.141 -0.262 -0.272
C -3.8632 -1.1938 -3.6069 -1.257 0.840 -2.096
O -4.9305 -1.5007 -3.0972 0.420 -0.518 0.794
N -2.7295 -0.8180 -3.0125 -0.664 -0.735 0.313
C -2.4476 -1.1831 -1.6357 -0.111 0.165 -0.831
H -4.4439 -0.3813 -5.6201 -0.332 -0.077 0.332
H -4.0471 -2.1304 -5.5362 -0.569 0.098 0.180
H -2.8022 -1.0005 -5.5221 -0.243 0.477 0.258
H -2.0787 -0.2572 -3.5513 0.200 -0.431 0.243
H -1.6170 -1.8926 -1.6410 0.019 0.691 0.029
H -3.2344 -1.7725 -1.1683 -0.561 0.378 -0.411
H -2.2780 -0.2656 -1.0736 -0.076 -1.177 -0.811
C 0.3260 -3.0534 -1.2365 0.970 0.392 -0.502
C 1.7896 -2.8732 -0.8610 0.473 -0.704 -0.443
O 2.7158 -3.0071 -1.6676 -0.515 0.268 0.141
N 2.0179 -2.5741 0.4156 -0.038 1.421 1.963
C 3.2241 -1.9985 0.9953 0.682 -0.683 -1.272
H -0.3400 -2.4582 -0.6139 0.274 -0.280 0.171
H -0.0014 -4.0887 -1.2931 0.122 -0.047 0.098
H 0.3265 -2.6779 -2.2608 -0.479 -0.101 -0.053
H 1.2540 -2.4880 1.0828 -0.255 -0.417 -0.762
H 3.0115 -1.0869 1.5500 -0.199 -0.340 0.450
H 3.9229 -1.6779 0.2225 -0.171 -0.120 -0.333
H 3.7593 -2.7885 1.5242 0.012 0.354 0.590
C -0.1968 2.7907 -3.5254 0.464 -0.355 -1.110
C 0.1115 1.5662 -4.4015 -1.212 -0.556 0.290
O -0.5069 0.5138 -4.1967 0.181 0.630 -0.007
N 0.9956 1.5944 -5.4040 1.276 0.470 -0.122
C 1.9159 2.7082 -5.6305 -1.107 0.657 -0.540
H -0.8841 2.4299 -2.7659 -0.001 0.697 -0.408
H -0.6515 3.5935 -4.1058 0.029 -0.010 -0.107
H 0.7373 3.1551 -3.0979 -0.222 0.143 0.227
H 1.2239 0.6863 -5.7873 -0.061 -0.007 -0.074
H 2.4776 2.6527 -6.5608 0.136 -0.790 0.163
H 2.5831 2.9207 -4.7970 0.026 -0.115 -0.125
H 1.2577 3.5520 -5.8549 0.282 0.418 0.487
C -0.0822 0.0197 9.1790 -0.690 -0.616 -0.648
C 0.0857 -0.0018 7.6517 1.565 0.188 1.666
O 0.2670 -1.0556 7.0707 -0.635 0.170 -0.608
N 0.2762 1.2267 7.1224 -0.302 -0.444 -0.757
C 0.5453 1.4373 5.7161 -0.200 0.381 -0.244
H 0.3504 -0.9213 9.5116 0.079 0.161 0.239
H -1.1494 -0.0285 9.4056 0.001 0.102 0.159
H 0.3630 0.8766 9.6790 0.033 0.002 -0.092
H 0.1564 2.0351 7.7051 -0.043 -0.063 0.040
H 1.6125 1.5658 5.5203 0.013 0.220 0.082
H -0.0339 2.3137 5.4240 0.282 0.073 -0.342
H 0.2305 0.6144 5.0763 -0.219 -0.193 0.419
C -0.2353 0.3964 2.2539 0.694 -0.068 0.554
C -0.5251 0.3187 0.7728 2.576 -1.254 1.025
O -1.6796 0.1024 0.4118 1.205 -3.664 0.828
N 0.4918 0.6423 -0.0450 -1.482 -0.830 1.535
C 0.3254 0.7106 -1.4641 0.208 -0.103 -0.294
H -0.8913 1.1493 2.6973 0.204 -0.833 0.260
H 0.7790 0.7366 2.4785 0.129 -0.188 -0.154
H -0.4048 -0.5440 2.7779 -0.014 -0.216 -0.317
H 1.3604 0.8740 0.4229 0.095 0.145 -0.473
H 0.1122 -0.2629 -1.9095 0.200 0.045 0.129
H 1.2523 1.1145 -1.8713 -0.057 -0.097 -0.159
H -0.4903 1.3755 -1.7560 0.289 -0.573 0.743
C -2.9479 -0.2727 4.9314 -0.203 0.141 0.401
C -3.0599 1.2185 5.1065 1.305 0.523 -0.904
O -2.7441 1.9617 4.1781 -0.373 0.020 0.288
N -3.3574 1.7041 6.3293 0.084 0.232 0.943
C -3.2130 3.1277 6.6794 -0.595 -0.605 -1.071
H -2.4121 -0.4419 4.0011 -0.235 -0.107 -0.050
H -3.9453 -0.7131 4.9100 0.082 -0.208 -0.092
H -2.3673 -0.6952 5.7542 -0.099 -0.153 0.031
H -3.4392 1.0469 7.0868 -0.129 -0.031 -0.089
H -2.7224 3.2675 7.6389 0.004 -0.091 -0.012
H -4.1999 3.5897 6.6624 0.028 0.153 0.338
H -2.6662 3.5843 5.8556 0.240 0.072 0.195
C -1.9023 2.3584 0.9303 -0.007 3.702 -0.649
C -1.1081 3.4680 0.2349 -1.156 -1.485 1.112
O 0.1166 3.4801 0.2094 0.450 0.483 -0.034
N -1.8488 4.3959 -0.3886 0.211 1.076 -1.059
C -1.2002 5.5369 -1.0038 0.620 0.751 0.360
H -1.7747 1.4323 0.3663 -1.178 2.944 -0.326
H -2.9705 2.5660 0.9684 -0.047 0.226 0.299
H -1.4762 2.1540 1.9107 -0.817 0.997 -0.604
H -2.8501 4.3322 -0.4264 0.064 -0.151 0.188
H -0.6394 5.3876 -1.9282 -0.382 -0.609 -0.214
H -0.4242 5.8987 -0.3263 -0.090 0.000 0.184
H -1.8805 6.3727 -1.1572 -0.276 -0.244 0.004
C 2.5962 3.1006 2.4294 -0.307 -0.625 -1.313
C 3.4290 1.9481 1.9061 -0.318 -0.772 1.144
O 3.1206 1.3311 0.8839 0.102 0.194 0.038
N 4.4340 1.4819 2.6745 0.154 0.600 0.202
C 4.8193 2.0031 3.9910 -0.054 0.190 -0.930
H 1.7704 3.1407 1.7169 -0.095 0.317 0.014
H 3.1507 4.0334 2.3410 -0.025 0.066 0.544
H 2.1380 2.8774 3.3913 0.473 0.275 0.292
H 5.0272 0.7813 2.2590 -0.196 -0.151 -0.020
H 5.7345 1.4768 4.2470 -0.127 0.083 0.437
H 4.0193 1.8652 4.7165 0.164 -0.263 0.124
H 5.0242 3.0725 3.9285 0.127 -0.008 0.061
C 5.3752 0.1994 -1.6389 -0.386 0.175 0.537
C 4.8690 1.4873 -2.2392 -0.926 0.408 -2.140
O 5.1492 1.8465 -3.3942 0.808 -0.141 0.490
N 3.8918 2.1222 -1.5925 -0.462 -1.064 2.465
C 3.2320 3.3661 -1.9015 0.727 -0.090 -0.565
H 5.2299 0.2103 -0.5583 0.292 0.047 0.083
H 6.4107 0.0058 -1.9047 -0.063 0.040 -0.054
H 4.7301 -0.6171 -1.9745 0.136 -0.026 -0.298
H 3.6041 1.6765 -0.7170 0.208 0.477 -0.363
H 2.4084 3.5670 -1.2187 -0.091 -0.374 0.056
H 2.8752 3.2952 -2.9294 0.033 0.524 0.097
H 3.9594 4.1707 -1.7756 -0.160 0.234 -0.411
C -0.6757 -2.2989 -5.2688 0.038 -0.162 -0.306
C -1.4640 -3.5591 -4.9064 0.662 0.934 0.529
O -1.4190 -4.0368 -3.7835 -0.228 -0.219 -0.068
N -2.2546 -4.0437 -5.8807 -0.084 -0.191 -0.643
C -3.2199 -5.0991 -5.6416 0.431 0.118 1.117
H -1.2143 -1.7013 -6.0060 0.196 -0.145 -0.078
H 0.3127 -2.5008 -5.6855 0.012 -0.319 0.024
H -0.5302 -1.6477 -4.4098 -0.153 -0.435 0.046
H -2.1489 -3.6438 -6.7964 -0.178 -0.027 0.023
H -3.7590 -5.3539 -6.5476 0.040 -0.030 0.049
H -3.8810 -4.7768 -4.8335 -0.418 0.167 -0.322
H -2.7257 -5.9514 -5.1709 0.104 -0.261 -0.526
C -3.6206 -2.3399 1.6006 1.127 0.625 -0.016
C -4.7950 -1.4163 1.4179 -0.513 -0.669 -0.626
O -5.9124 -1.8428 1.6805 -0.052 0.443 0.297
N -4.5646 -0.1981 0.8782 -0.092 -0.151 0.117
C -5.6307 0.7510 0.6730 -0.233 0.259 -0.677
H -3.3984 -2.4125 2.6672 -0.292 -0.404 0.059
H -2.6906 -1.9556 1.1752 -0.107 0.106 -0.164
H -3.8196 -3.3036 1.1387 -0.269 -0.046 0.280
H -3.6226 0.0602 0.6160 -0.179 -0.196 0.228
H -5.5516 1.2366 -0.3033 0.590 0.211 0.117
H -5.6265 1.4945 1.4704 -0.291 0.095 -0.042
H -6.6068 0.2832 0.5528 0.143 -0.384 0.698
```
Positions in Å, forces in eV/Å.

**HOMO-LUMO gap**: 7.995 eV
**Multiplicity**: 1
**E_LUMO**: -0.04 eV
**Net charge**: 0
**Max |F|**: 3.9 eV Å⁻¹